Entry 1:
# C23H39O7P

A cluster of 4 separate species, C23H39O7P in total (ωB97M-V/def2-TZVPD, the OMol25 dataset).

Last column: Mulliken charge in e.
Atoms and positions in Å:
C: 0.1058 -5.3815 3.7994  -1.00
C: -1.3854 -5.3593 3.4145  -0.56
C: -1.7136 -4.3207 2.3598  -0.54
O: -1.2411 -4.7666 1.0781  -0.43
C: -0.3717 -3.9330 0.4676  0.41
C: 0.8604 -4.2962 0.1058  -0.67
C: 1.7239 -3.3187 -0.6105  -0.13
O: 2.5957 -3.6614 -1.3804  -0.57
C: 1.4544 -1.8777 -0.3014  0.41
C: 2.4755 -0.9363 -0.3346  -0.76
C: 2.2066 0.3839 0.0118  0.16
P: 3.6044 1.5798 -0.0080  0.36
C: 3.2369 2.4473 1.5606  -1.17
O: 3.0250 2.7001 -1.0889  -0.52
C: 0.9027 0.7526 0.3524  0.15
C: -0.1314 -0.1714 0.3587  -1.16
C: 0.1586 -1.4951 0.0433  0.58
C: -0.8883 -2.5583 0.1001  0.22
O: -2.0595 -2.3741 -0.1306  -0.54
H: 0.2352 -5.3713 4.8805  0.33
H: 0.6345 -4.5175 3.3909  0.27
H: 0.6008 -6.2711 3.4108  0.25
H: -1.9816 -5.0963 4.2906  0.38
H: -1.6863 -6.3330 3.0290  0.29
H: -1.2445 -3.3678 2.6314  0.38
H: -2.7888 -4.1445 2.2867  0.38
H: 1.2458 -5.2901 0.3003  0.49
H: 3.4756 -1.2415 -0.6183  0.52
H: 3.0407 1.6843 2.3175  0.38
H: 2.3685 3.1060 1.5051  0.27
H: 4.1175 3.0131 1.8616  0.37
H: 2.6516 2.2471 -1.8526  0.34
H: 0.6946 1.7826 0.6181  0.33
H: -1.1412 0.1253 0.6211  0.87
C: -5.1528 0.8970 2.5746  -1.50
C: -4.5396 0.8015 1.1873  0.81
C: -5.4526 0.0758 0.2128  -1.41
O: -3.2651 0.1552 1.2438  -0.35
H: -5.3259 -0.1037 2.9823  0.37
H: -4.4823 1.4240 3.2538  0.34
H: -6.1065 1.4251 2.5476  0.39
H: -4.3348 1.8060 0.8149  -0.04
H: -5.6324 -0.9489 0.5510  0.39
H: -4.9918 0.0216 -0.7734  0.31
H: -6.4143 0.5829 0.1242  0.41
H: -3.4029 -0.7469 1.5537  0.13
C: -2.6248 4.6283 -1.1985  -1.25
C: -4.0834 4.2260 -1.3486  0.60
C: -4.8298 5.1435 -2.3038  -1.42
O: -4.7290 4.1911 -0.0754  -0.53
H: -2.5522 5.6397 -0.7885  0.33
H: -2.1102 3.9516 -0.5161  0.29
H: -2.1089 4.6126 -2.1593  0.38
H: -4.1383 3.1993 -1.7155  0.26
H: -4.8206 6.1698 -1.9258  0.35
H: -5.8694 4.8311 -2.4005  0.35
H: -4.3714 5.1413 -3.2934  0.37
H: -4.7080 5.0801 0.2950  0.31
C: 6.8622 1.4443 -3.8191  -1.33
C: 6.5310 0.5233 -2.6553  0.54
C: 7.4038 -0.7217 -2.6509  -1.37
O: 5.1506 0.1680 -2.6718  -0.41
H: 6.6890 0.9308 -4.7694  0.34
H: 6.2282 2.3307 -3.7954  0.31
H: 7.9056 1.7607 -3.7889  0.39
H: 6.6631 1.0633 -1.7162  0.23
H: 7.2459 -1.2984 -3.5667  0.35
H: 7.1515 -1.3613 -1.8051  0.33
H: 8.4617 -0.4628 -2.5896  0.39
H: 4.9733 -0.3196 -3.4841  0.28

Output
E: -48104.4189 eV
Lowest unoccupied orbital energy: -0.76 eV
F_max: 0.47 eV Å⁻¹
SMILES string: CCCOC1=CC(=O)c2cc(P(C)O)ccc2C1=O.CC(C)O.CC(C)O.CC(C)O
HOMO-LUMO gap: 7.7 eV
Charge: 0
Highest occupied orbital energy: -0.3102 Ha

=====

Entry 2:
# C23H40BF5N5O5

A cluster of 3 separate species, C23H40BF5N5O5 in total at a distorted geometry (ωB97M-V/def2-TZVPD, the OMol25 dataset).

Last column: Mulliken charge in e.
Atoms and positions in Å:
C: 3.8302 -1.4570 2.4331  -1.19
C: 4.1867 -2.2601 1.1793  0.10
C: 5.2507 -1.6126 0.2777  -1.00
C: 4.6991 -0.6229 -0.7525  -0.02
C: 4.4499 0.7832 -0.2017  -0.39
C: 4.1757 1.8221 -1.3080  -1.15
C: 2.6772 2.1552 -1.4801  0.72
C: 2.3652 3.6463 -1.3700  -1.08
C: 0.8642 3.9922 -1.3575  -1.07
C: -0.0245 3.0835 -2.2315  -0.66
C: -1.0397 2.2883 -1.3937  -0.67
C: -1.5410 1.0210 -2.1486  -1.25
C: -1.0153 -0.2165 -1.4800  0.45
C: -1.4503 -0.5875 -0.1945  1.32
C: -2.5277 0.1960 0.4976  0.07
O: -3.6064 0.3659 0.0400  -0.49
O: -2.1039 0.6581 1.7130  -0.25
C: -3.0633 0.8895 2.6880  0.73
F: -3.8928 -0.1643 2.7797  -0.30
F: -3.7946 1.9731 2.4020  -0.24
C: -2.3321 1.0899 4.0569  0.68
F: -3.1250 0.6685 5.0410  -0.24
F: -1.1934 0.3915 4.0799  -0.20
F: -2.0563 2.3788 4.2335  -0.23
C: -0.9107 -1.6922 0.4581  -1.02
C: 0.0597 -2.4413 -0.1720  -1.27
N: 0.4579 -2.0638 -1.3924  0.32
C: -0.0346 -1.0053 -2.0795  -0.40
B: 0.5637 -0.7664 -3.5482  0.42
C: -0.3822 -0.7732 -4.7965  -1.02
O: 1.9108 -0.6040 -3.6287  -0.51
H: 3.3040 -2.0873 3.1529  0.38
H: 3.1740 -0.6117 2.2167  0.21
H: 4.7286 -1.0711 2.9159  0.33
H: 3.2797 -2.4383 0.5899  -0.13
H: 4.5540 -3.2360 1.5034  0.37
H: 6.0191 -1.1363 0.8925  0.39
H: 5.7528 -2.4234 -0.2586  0.35
H: 3.7700 -1.0300 -1.1699  -0.27
H: 5.4183 -0.5330 -1.5708  0.45
H: 3.6042 0.7842 0.4900  0.13
H: 5.3284 1.0877 0.3724  0.43
H: 4.7109 2.7478 -1.0833  0.51
H: 4.5805 1.4495 -2.2506  0.47
H: 2.3921 1.8250 -2.4822  -0.09
H: 2.0752 1.5754 -0.7718  -0.11
H: 2.7832 4.0000 -0.4208  0.40
H: 2.8952 4.2096 -2.1416  0.38
H: 0.7448 5.0198 -1.7067  0.34
H: 0.4832 3.9903 -0.3334  0.43
H: -0.5918 3.7038 -2.9305  0.53
H: 0.5658 2.4023 -2.8438  0.22
H: -1.8942 2.9323 -1.1839  0.35
H: -0.5490 2.0057 -0.4597  0.50
H: -2.6292 0.9976 -2.1947  0.54
H: -1.1770 1.0832 -3.1727  0.33
H: -1.2388 -1.9809 1.4464  0.66
H: 0.5142 -3.3106 0.2946  1.03
H: 1.1797 -2.6184 -1.8367  0.35
H: -1.4326 -0.8746 -4.5194  0.36
H: -0.1528 -1.6055 -5.4687  0.42
H: -0.2599 0.1531 -5.3635  0.35
H: 2.3333 -1.0375 -4.3785  0.27
C: -7.8784 3.4357 1.9616  0.56
O: -8.2845 4.5496 1.6973  -0.62
N: -8.6794 2.4695 2.5091  -0.37
N: -6.5797 3.0574 1.7313  -0.26
H: -8.3623 1.5470 2.7351  0.16
H: -9.6338 2.7175 2.6903  0.21
H: -5.9716 3.7466 1.3321  0.16
H: -6.2203 2.1458 1.9355  0.14
C: -0.2178 -5.6878 1.8733  0.66
O: 0.5026 -4.7093 1.6768  -0.69
N: -0.0242 -6.8657 1.2249  -0.39
N: -1.2457 -5.6572 2.7626  -0.38
H: -0.5883 -7.6803 1.3790  0.16
H: 0.7446 -6.9220 0.5836  0.22
H: -1.3887 -4.8100 3.2792  0.22
H: -1.8360 -6.4456 2.9512  0.17

Output
E: -56450.2400 eV
Lowest unoccupied orbital energy: -4.29 eV
F_max: 1.23 eV Å⁻¹
HOMO-LUMO gap: 7.0 eV
Charge: +1
Highest occupied orbital energy: -0.4160 Ha
Energy relative to the best compared isomer or geometry (same formula, charge and spin): 0.000 eV

=====

Entry 3:
# C23H40Cl22N6

A cluster of 17 separate species, C23H40Cl22N6 in total at a distorted geometry (ωB97M-V/def2-TZVPD, the OMol25 dataset).

Last column: Mulliken charge in e.
Atoms and positions in Å:
C: 5.8824 1.0976 -0.0611  -0.59
C: 5.1075 1.5801 -1.2093  0.32
N: 4.4901 2.0123 -2.0847  -0.46
H: 5.6381 1.6584 0.8427  0.12
H: 6.9631 1.1779 -0.1999  0.37
H: 5.5917 0.0653 0.0155  0.18
C: -2.3388 -1.4920 -4.1597  -0.39
C: -0.9069 -1.6097 -4.1298  0.49
N: 0.2423 -1.8231 -4.2051  -0.54
H: -2.7349 -2.3049 -3.5600  0.12
H: -2.6587 -1.5706 -5.1874  0.39
H: -2.6433 -0.5063 -3.6844  -0.14
C: -4.7852 1.4870 -0.9164  -1.18
C: -3.4532 1.0450 -1.2909  0.19
N: -2.4109 0.7286 -1.6134  0.08
H: -4.8064 2.3864 -0.3160  0.32
H: -5.2851 0.8089 -0.2018  0.28
H: -5.3673 1.6742 -1.8046  0.40
C: -1.2839 -4.3786 3.3928  -0.40
C: -0.0890 -4.2229 4.1990  0.20
N: 0.8467 -4.1519 4.8846  -0.60
H: -1.4890 -5.4390 3.3089  0.37
H: -1.1080 -3.9307 2.4042  0.06
H: -2.0709 -3.9137 3.9881  0.36
C: 2.4981 -3.4079 1.9140  -0.42
C: 1.6768 -4.5219 1.5118  0.30
N: 1.0524 -5.4082 1.1349  -0.43
H: 1.9891 -2.4586 2.0899  -0.20
H: 3.1581 -3.2159 1.1203  0.39
H: 3.0374 -3.6792 2.8460  0.37
C: -1.9247 2.9329 -4.5341  -0.22
C: -3.2611 2.3661 -4.4198  0.28
N: -4.3366 1.9986 -4.3112  -0.47
H: -1.3914 2.3296 -5.2392  0.25
H: -1.4070 2.7803 -3.6206  -0.18
H: -2.0142 3.9582 -4.8586  0.37
C: 2.8672 -2.8071 -2.6562  0.11
Cl: 3.5576 -4.3547 -2.0582  -0.19
Cl: 3.9856 -1.4854 -2.2585  -0.16
H: 2.6387 -2.8198 -3.7019  0.42
H: 1.9437 -2.6470 -2.1215  -0.21
C: -4.2504 -3.8466 0.2173  -0.33
Cl: -3.8877 -5.2696 1.2090  -0.16
Cl: -3.6718 -2.2829 0.8568  0.02
H: -3.8343 -4.0606 -0.7541  0.00
H: -5.3370 -3.7772 0.0831  0.40
C: -3.3537 0.3255 3.6833  -0.18
Cl: -2.8958 0.9615 2.0683  0.00
Cl: -5.0052 0.7389 4.0796  -0.16
H: -3.2566 -0.7594 3.6298  0.13
H: -2.6826 0.8292 4.3595  0.17
C: 3.6867 5.1906 -1.7599  0.06
Cl: 3.2347 5.0705 -0.0365  -0.13
Cl: 2.3863 6.0851 -2.6576  -0.17
H: 4.6290 5.7165 -1.8472  0.37
H: 3.7690 4.2030 -2.1802  -0.09
C: 1.2623 -0.8787 4.5147  0.24
Cl: -0.1737 -0.6646 3.3946  0.04
Cl: 1.1753 0.2937 5.8339  -0.17
H: 1.2820 -1.9520 4.8407  0.15
H: 2.1264 -0.6744 3.9109  -0.19
C: 1.8603 0.9828 -3.7723  0.58
Cl: 1.1172 2.2225 -2.7572  0.01
Cl: 1.8390 1.2554 -5.5268  -0.20
H: 2.8747 0.8608 -3.4298  -0.04
H: 1.3060 0.0325 -3.6454  -0.34
C: -1.6398 4.1212 4.2656  -0.34
Cl: -0.0058 3.5563 3.9565  -0.03
Cl: -2.4092 3.2274 5.6461  -0.17
H: -1.5869 5.1485 4.5917  0.36
H: -2.1728 3.9836 3.3537  0.17
C: 3.1723 2.1359 3.4776  0.62
Cl: 4.3390 0.8311 3.4130  -0.18
Cl: 3.8872 3.6618 3.9036  -0.18
H: 2.7605 2.2653 2.4981  -0.16
H: 2.4080 1.8778 4.1886  -0.16
C: -1.2730 -5.8269 -1.8784  -0.55
Cl: -1.2041 -4.1977 -1.1115  -0.01
Cl: -2.7817 -6.1419 -2.6975  -0.16
H: -0.4309 -6.0088 -2.5300  0.37
H: -1.1818 -6.5367 -1.0718  0.32
C: 0.2765 0.3800 0.1583  0.21
Cl: 0.1153 -1.4400 0.1342  0.19
Cl: 1.9289 0.8238 0.7235  0.26
H: 0.2032 0.8413 -0.8161  -0.25
H: -0.4909 0.8350 0.7857  -0.28
C: -0.6051 5.2130 -0.9759  -0.25
Cl: -2.1102 6.1621 -0.9528  -0.19
Cl: -0.8165 3.6340 -0.2666  0.04
H: -0.1519 5.1509 -1.9577  0.08
H: 0.1696 5.7623 -0.4006  0.28

Output
E: -308933.3241 eV
Lowest unoccupied orbital energy: 0.32 eV
F_max: 3.45 eV Å⁻¹
HOMO-LUMO gap: 10.9 eV
Charge: 0
Highest occupied orbital energy: -0.3874 Ha